1.
C6H8S | ωB97M-V with the def2-TZVPD basis set

```
! RIJCOSX wB97M-V def2-TZVPD def2/J DEFGRID3
* xyz 0 1
C -1.305 -0.505 1.431
C -0.660 -0.196 0.216
C -1.323 0.587 -0.687
C 0.996 0.950 -0.844
C 2.078 -0.137 -0.616
C 0.632 -0.466 -0.456
H -0.812 -0.074 2.374
H -1.022 -1.619 1.935
H -2.373 -0.380 1.492
H -2.337 0.950 -0.603
H 0.828 1.534 0.045
H 2.431 -0.597 -1.477
H 2.712 -0.120 0.429
H 0.367 -1.133 -1.175
S -0.212 1.204 -2.063
*
```

HOMO energy in eV: -7.8
Structure (SMILES): CC1=CS[C@@H]2C[C@@H]12
HOMO-LUMO gap in eV: 8.784

Results of the Löwdin charge analysis, in e, for atoms 1 through 8: number 1, C, carries -0.100; number 2, C, carries -0.377; number 3, C, carries -0.277; number 4, C, carries -0.570; number 5, C, carries -0.040; number 6, C, carries -0.347; number 7, H, carries 0.098; number 8, H, carries 0.143

---

2.
C6H16N3Pd | ωB97M-V with the def2-TZVPD basis set

```
! RIJCOSX wB97M-V def2-TZVPD def2/J DEFGRID3
* xyz -1 3
C -3.205 -2.143 -2.641
Pd -0.886 -0.410 -0.944
N 0.597 -0.079 -2.405
H -2.269 0.267 -1.204
H -3.427 -2.521 -1.645
H -3.151 -3.087 -3.318
H -2.157 -1.524 -2.581
H -3.878 -1.330 -2.842
H 1.466 -0.490 -2.058
H 0.488 0.924 -2.189
H 0.339 -0.324 -3.347
C 3.479 0.241 2.274
C 2.097 0.425 1.823
C 1.063 1.266 2.252
C -0.068 0.950 1.463
N 0.269 -0.061 0.642
N 1.598 -0.324 0.827
C -1.439 1.537 1.366
H 3.990 1.210 2.188
H 3.447 -0.065 3.331
H 3.978 -0.528 1.663
H 1.046 2.026 3.024
H 2.039 -1.067 0.294
H -2.232 0.757 1.195
H -1.644 2.079 2.308
H -1.539 2.270 0.524
*
```

HOMO energy (alpha / beta) in eV: 1.3 / -3.4
HOMO-LUMO gap (alpha / beta) in eV: 1.658 / 6.576
<S²>: 2.003

Results of the Löwdin charge analysis, in e, for atoms 1 through 8: number 1, C, carries -0.159; number 2, Pd, carries 0.226; number 3, N, carries -0.101; number 4, H, carries -0.084; number 5, H, carries -0.021; number 6, H, carries 0.025; number 7, H, carries -0.032; number 8, H, carries -0.026

---

3.
C42H101N11O20S3 | ωB97M-V with the def2-TZVPD basis set

```
! RIJCOSX wB97M-V def2-TZVPD def2/J DEFGRID3
* xyz 0 1
O -2.440 -3.748 0.438
S -3.455 -2.981 -0.292
O -3.183 -2.608 -1.650
O -4.864 -3.813 -0.238
C -4.749 -5.114 -0.958
C -5.540 -6.054 -0.175
C -3.900 -1.703 0.724
H -3.651 -5.350 -1.053
H -5.112 -4.927 -1.962
H -5.158 -6.005 0.837
H -5.526 -7.101 -0.512
H -6.548 -5.603 -0.143
H -3.221 -0.874 0.738
H -4.079 -2.027 1.730
H -4.877 -1.318 0.337
O 3.742 -4.022 4.810
S 3.622 -2.931 5.707
O 4.535 -2.777 6.729
O 3.697 -1.609 4.956
C 3.492 -1.552 3.450
C 2.055 -1.593 3.106
C 1.984 -2.911 6.454
H 4.078 -2.325 2.930
H 4.001 -0.644 3.269
H 1.862 -1.545 2.060
H 1.485 -0.851 3.635
H 1.609 -2.579 3.355
H 1.280 -2.729 5.655
H 2.021 -2.070 7.148
H 1.746 -3.829 6.981
O -3.286 6.938 -2.483
S -2.944 5.555 -2.420
O -2.612 4.876 -1.213
O -4.178 4.675 -2.905
C -4.866 5.027 -4.194
C -6.366 5.118 -3.837
C -1.688 5.200 -3.595
H -4.563 4.290 -4.903
H -4.563 6.050 -4.531
H -6.633 5.976 -3.233
H -6.674 4.180 -3.352
H -6.949 5.191 -4.759
H -1.819 4.177 -4.001
H -0.668 5.324 -3.240
H -1.739 5.908 -4.406
C -6.052 1.917 1.071
C -4.720 2.018 1.730
O -4.485 1.332 2.716
N -3.767 2.773 1.224
C -2.401 2.836 1.738
H -6.135 2.552 0.192
H -6.862 2.149 1.767
H -6.179 0.950 0.651
H -3.966 3.244 0.368
H -1.913 1.858 1.547
H -2.503 2.884 2.807
H -1.868 3.702 1.353
C -0.369 -5.809 -1.227
C 0.488 -5.713 -2.427
O 0.055 -6.014 -3.522
N 1.808 -5.458 -2.199
C 2.802 -5.718 -3.200
H -1.326 -5.360 -1.454
H -0.010 -5.249 -0.385
H -0.484 -6.836 -0.947
H 2.089 -5.223 -1.242
H 2.438 -5.338 -4.163
H 2.954 -6.818 -3.355
H 3.716 -5.247 -2.915
C 3.043 -0.684 -4.228
C 2.493 0.594 -3.638
O 2.846 1.149 -2.558
N 1.428 1.106 -4.343
C 0.667 2.191 -3.778
H 2.431 -1.499 -3.767
H 4.116 -0.783 -3.987
H 2.957 -0.721 -5.307
H 1.160 0.565 -5.148
H 1.336 2.839 -3.298
H -0.028 1.800 -3.054
H 0.137 2.721 -4.577
C 4.854 -5.186 1.841
C 3.388 -5.264 1.504
O 2.963 -5.229 0.341
N 2.608 -5.227 2.621
C 1.168 -5.116 2.698
H 5.379 -6.055 1.428
H 5.126 -5.090 2.880
H 5.120 -4.236 1.345
H 3.083 -4.929 3.461
H 0.695 -6.095 2.576
H 0.831 -4.450 1.937
H 0.995 -4.724 3.692
C 5.478 3.516 -0.114
C 5.285 2.123 0.560
O 6.068 1.784 1.432
N 4.347 1.347 -0.007
C 4.084 0.025 0.350
H 6.486 3.481 -0.549
H 5.449 4.328 0.586
H 4.775 3.770 -0.942
H 3.712 1.871 -0.631
H 3.039 -0.146 0.497
H 4.615 -0.188 1.235
H 4.348 -0.754 -0.418
C 4.424 1.953 4.356
C 3.146 2.606 3.798
O 3.197 3.528 3.001
N 1.965 2.133 4.215
C 0.772 2.889 3.973
H 5.138 1.689 3.598
H 4.134 1.105 4.940
H 4.959 2.664 4.999
H 1.973 1.485 4.982
H 0.880 3.895 4.344
H -0.050 2.498 4.544
H 0.600 2.870 2.896
C 2.024 5.356 0.838
C 2.705 6.574 1.421
O 2.602 7.676 0.905
N 3.461 6.291 2.492
C 4.280 7.256 3.193
H 1.778 4.528 1.517
H 2.715 4.895 0.074
H 1.170 5.767 0.275
H 3.589 5.347 2.700
H 4.879 6.734 3.926
H 3.681 8.044 3.727
H 4.939 7.780 2.529
C -1.712 -0.507 -7.176
C -0.631 -1.407 -6.585
O 0.427 -0.972 -6.173
N -0.938 -2.698 -6.555
C -0.062 -3.658 -5.884
H -2.579 -1.012 -7.551
H -1.230 0.070 -7.958
H -1.934 0.162 -6.364
H -1.829 -2.991 -6.920
H 0.853 -3.675 -6.423
H -0.520 -4.654 -5.941
H 0.088 -3.348 -4.843
C -1.805 -0.233 7.068
C -1.086 -0.334 5.750
O 0.106 -0.589 5.612
N -1.834 -0.163 4.638
C -1.295 -0.177 3.331
H -2.800 0.212 7.020
H -1.172 0.272 7.772
H -1.960 -1.251 7.394
H -2.815 0.028 4.725
H -0.701 -1.064 3.202
H -0.690 0.735 3.043
H -2.156 -0.177 2.619
C -2.619 -0.319 -3.833
C -2.983 1.162 -3.905
O -2.751 1.888 -4.877
N -3.580 1.594 -2.773
C -3.998 0.770 -1.634
H -1.901 -0.560 -4.584
H -3.533 -0.927 -3.962
H -2.283 -0.535 -2.811
H -3.614 2.597 -2.664
H -3.316 0.693 -0.794
H -4.153 -0.279 -1.894
H -5.009 1.056 -1.321
C 0.485 1.900 -0.055
C -0.153 0.581 -0.371
O -1.248 0.234 -0.014
N 0.640 -0.315 -0.935
C 0.245 -1.681 -1.235
H 1.278 2.117 -0.773
H 0.730 1.827 1.005
H -0.230 2.715 -0.110
H 1.580 -0.074 -1.216
H -0.554 -1.631 -1.968
H 0.008 -2.313 -0.373
H 1.126 -2.185 -1.711
*
```

HOMO energy in eV: -8.9
HOMO-LUMO gap in eV: 9.151

Results of the Löwdin charge analysis, in e, for atoms 1 through 8: number 1, O, carries -0.304; number 2, S, carries 0.601; number 3, O, carries -0.272; number 4, O, carries -0.272; number 5, C, carries -0.264; number 6, C, carries -0.078; number 7, C, carries -0.146; number 8, H, carries 0.114

---

4.
H28O14 | ωB97M-V with the def2-TZVPD basis set

```
! RIJCOSX wB97M-V def2-TZVPD def2/J DEFGRID3
* xyz 0 1
H 0.249 0.011 -0.516
H -0.873 0.915 -0.999
H -1.847 2.036 1.205
H -2.310 3.475 1.361
H -3.021 0.934 -0.673
H -2.613 2.253 -1.307
H 0.682 4.761 0.595
H -0.353 4.469 -0.479
H 3.320 0.222 2.768
H 2.488 -1.009 2.447
H 3.557 1.143 -1.648
H 4.891 1.863 -1.531
H 4.147 -3.164 0.432
H 4.215 -1.977 -0.516
H -1.105 0.076 1.900
H -1.677 -0.498 0.615
H -4.866 0.135 0.056
H -3.533 -0.570 0.242
H 1.225 -0.711 -2.150
H 0.356 -1.487 -1.173
H -3.284 -2.184 1.847
H -2.459 -2.569 0.630
H -0.157 -2.825 0.437
H -1.025 -4.043 0.712
H 3.007 2.424 0.571
H 2.568 1.100 1.176
H -1.605 -0.915 -2.330
H -2.398 -2.149 -2.730
O -0.056 0.495 -1.292
O -2.118 2.806 0.694
O -3.074 1.429 -1.498
O -0.050 4.170 0.386
O 2.932 -0.561 3.176
O 4.172 1.690 -2.149
O 4.021 -2.921 -0.492
O -0.895 -0.060 0.969
O -4.274 -0.203 0.737
O 1.257 -1.170 -1.303
O -2.374 -2.293 1.550
O -0.650 -3.523 -0.009
O 3.329 1.687 1.103
O -1.919 -1.760 -1.989
*
```

HOMO energy in eV: -10.4
HOMO-LUMO gap in eV: 10.308

Results of the Löwdin charge analysis, in e, for atoms 1 through 8: number 1, H, carries -0.002; number 2, H, carries 0.005; number 3, H, carries 0.023; number 4, H, carries 0.060; number 5, H, carries -0.025; number 6, H, carries 0.029; number 7, H, carries 0.040; number 8, H, carries 0.044

---

5.
C6H12O | ωB97M-V with the def2-TZVPD basis set

```
! RIJCOSX wB97M-V def2-TZVPD def2/J DEFGRID3
* xyz 0 1
C -0.041 -1.727 1.141
C -0.590 -0.594 0.284
C -1.456 -1.131 -0.850
O -0.921 0.622 0.862
C 0.241 0.697 0.014
C 1.507 1.108 0.785
C 0.041 1.589 -1.224
H -0.799 -2.063 1.854
H 0.825 -1.381 1.696
H 0.264 -2.611 0.560
H -0.486 -1.145 -1.347
H -2.179 -0.434 -1.301
H -1.863 -2.156 -0.829
H 2.411 1.105 0.160
H 1.402 2.136 1.175
H 1.690 0.466 1.648
H -0.199 2.620 -0.920
H -0.784 1.247 -1.849
H 0.936 1.653 -1.860
*
```

HOMO energy in eV: -9.5
Structure (SMILES): CC1(C)OC1(C)C
HOMO-LUMO gap in eV: 10.491

Results of the Löwdin charge analysis, in e, for atoms 1 through 8: number 1, C, carries -0.009; number 2, C, carries -0.501; number 3, C, carries -0.016; number 4, O, carries 0.010; number 5, C, carries -0.417; number 6, C, carries -0.022; number 7, C, carries -0.022; number 8, H, carries 0.091

---

6.
C4H6N3P | ωB97M-V with the def2-TZVPD basis set

```
! RIJCOSX wB97M-V def2-TZVPD def2/J DEFGRID3
* xyz 0 1
C -1.080 -1.718 -1.850
C -1.798 -0.760 0.756
C -1.791 -2.403 -0.886
C 0.823 0.334 -0.588
N -0.568 -1.146 -2.737
N -2.068 -1.881 0.285
N 1.772 1.123 -0.039
P -0.834 0.700 -0.156
H -2.231 -0.356 1.732
H -2.062 -3.402 -1.088
H 0.785 -0.151 -1.594
H 2.699 1.308 -0.266
H 1.370 1.892 0.508
H -0.701 1.413 1.027
*
```

HOMO energy (alpha / beta) in eV: -6.8 / -6.8
Structure (SMILES): N#C/C=N\C=[PH]=CN
HOMO-LUMO gap (alpha / beta) in eV: 5.432 / 5.665

Results of the Löwdin charge analysis, in e, for atoms 1 through 8: number 1, C, carries -0.329; number 2, C, carries -0.379; number 3, C, carries -0.237; number 4, C, carries -0.346; number 5, N, carries 0.087; number 6, N, carries -0.084; number 7, N, carries 0.045; number 8, P, carries 0.958

---

Number 1: E -631.41110 hartree. Number 2: E -530.16862 hartree. Number 3: E -4962.75732 hartree. Number 4: E -1070.06928 hartree. Number 5: E -310.98719 hartree. Number 6: E -661.47000 hartree.